1.
{"formula": "C19H41BN4O3", "method": "ωB97M-V/def2-TZVPD", "symbols": ["C", "C", "O", "N", "C", "C", "C", "C", "C", "C", "C", "C", "B", "N", "O", "N", "H", "H", "H", "H", "H", "H", "H", "H", "H", "H", "H", "H", "H", "H", "H", "H", "H", "H", "H", "H", "H", "H", "H", "C", "C", "C", "C", "C", "C", "N", "O", "C", "C", "C", "H", "H", "H", "H", "H", "H", "H", "H", "H", "H", "H", "H", "H", "H", "H", "H", "H", "H"], "positions_angstrom": [[2.22570, 1.37099, 2.79125], [1.90254, 0.69332, 1.48144], [2.79571, 0.33180, 0.73395], [0.52261, 0.50186, 1.22020], [0.21767, -0.80280, 0.62602], [-0.44180, -1.77565, 1.59487], [0.52426, -2.15967, 2.73991], [1.27957, -3.44595, 2.37189], [2.78119, -3.52829, 2.75442], [3.56872, -2.23245, 3.09237], [4.39756, -1.84026, 1.84389], [3.67997, -2.63653, 0.74298], [4.29099, -2.59083, -0.73184], [4.14845, -1.38264, -1.49912], [4.97250, -3.69283, -1.23659], [3.52009, -3.93490, 1.47694], [1.34254, 1.40351, 3.42779], [2.53475, 2.39977, 2.58843], [3.02752, 0.83657, 3.30658], [0.23896, 1.17784, 0.48427], [1.12332, -1.25797, 0.19766], [-0.45183, -0.62614, -0.22250], [-0.72567, -2.65232, 1.00149], [-1.35652, -1.33623, 1.99651], [-0.06391, -2.28737, 3.64896], [1.22599, -1.33306, 2.84840], [0.79144, -4.30195, 2.84810], [1.17249, -3.61428, 1.29396], [2.95539, -4.24690, 3.55418], [2.98322, -1.44295, 3.55755], [4.30156, -2.50569, 3.86017], [5.38441, -2.30847, 1.94893], [4.46140, -0.77441, 1.64329], [2.70934, -2.13399, 0.67100], [3.25781, -1.32478, -1.98959], [4.14198, -0.55317, -0.90517], [4.42920, -4.44253, -1.50585], [3.08446, -4.68983, 0.94882], [4.43697, -4.30493, 1.73868], [-2.52578, 0.54499, -3.44940], [-2.34564, 1.98113, -2.91933], [-3.45832, 2.86545, -3.50156], [-4.84761, 2.62782, -2.89979], [-4.78505, 2.14132, -1.44306], [-3.48378, 2.49476, -0.71635], [-2.37323, 1.92166, -1.45027], [-1.14575, 2.19846, -0.83498], [-3.52485, 1.81616, 0.65584], [-3.38992, 4.01574, -0.48397], [-1.01823, 2.51523, -3.44844], [-1.72355, -0.08524, -3.05883], [-2.49438, 0.50554, -4.54530], [-3.47771, 0.12467, -3.11967], [-3.18152, 3.91074, -3.34836], [-3.49246, 2.72928, -4.58747], [-5.41439, 3.56106, -2.95332], [-5.40652, 1.90675, -3.50188], [-5.63584, 2.54417, -0.88543], [-4.89593, 1.05283, -1.41404], [-3.52227, 0.73090, 0.52988], [-4.43064, 2.10397, 1.20140], [-2.65510, 2.09911, 1.24745], [-4.24286, 4.37003, 0.10435], [-3.37552, 4.57761, -1.41803], [-2.47500, 4.24405, 0.06220], [-1.04040, 2.50747, -4.54434], [-0.18545, 1.90252, -3.11135], [-0.84286, 3.53592, -3.11023]], "forces_ev_per_angstrom": [[-0.4, 0.2, 0.0], [-0.2, 0.2, -0.1], [-0.1, -0.2, 0.2], [0.5, -0.4, -0.2], [-0.4, -0.1, -0.8], [0.2, 0.3, 0.1], [-0.5, -0.2, -0.8], [0.1, -0.2, 0.6], [-0.1, 0.7, -0.4], [0.9, -0.3, 0.8], [-0.2, -0.8, 0.0], [0.4, 1.1, -0.1], [0.3, -0.1, -0.3], [0.1, 0.1, 0.7], [-0.8, -0.1, -0.1], [0.1, -0.5, 0.3], [0.1, 0.0, -0.1], [0.1, -0.1, 0.1], [0.1, 0.2, -0.2], [-0.8, 0.6, 0.1], [-0.1, 0.0, 0.0], [0.0, 0.1, 0.1], [-0.1, -0.1, 0.2], [0.1, 0.1, -0.1], [0.4, 0.0, 0.2], [-0.2, 0.0, 0.3], [0.0, 0.1, -0.1], [0.1, 0.1, 0.1], [0.0, -0.3, -0.3], [-0.2, -0.1, -0.4], [-0.2, 0.1, 0.1], [0.2, 0.5, 0.0], [0.0, -0.2, 0.0], [-0.1, -0.6, 0.0], [0.3, -0.1, -0.5], [-0.3, -0.1, 0.0], [0.3, -0.1, 0.1], [-0.4, 0.2, 0.1], [0.1, 0.2, -0.2], [0.0, 0.0, -0.1], [-0.2, 0.0, -0.2], [-0.1, 0.2, 0.0], [0.0, 0.0, 0.1], [-0.1, -0.1, -0.1], [-0.2, 0.2, 0.0], [0.2, -0.8, 0.2], [0.6, 0.0, 0.4], [0.0, 0.1, 0.2], [0.0, 0.1, 0.1], [0.1, 0.0, -0.1], [0.0, 0.0, 0.1], [0.0, 0.0, 0.0], [0.0, 0.0, 0.0], [0.1, 0.0, 0.0], [0.0, 0.0, 0.0], [0.0, 0.0, 0.0], [0.0, 0.0, 0.0], [0.1, 0.0, 0.1], [0.1, 0.0, 0.0], [0.0, 0.0, 0.0], [0.0, 0.0, 0.0], [0.1, 0.0, -0.1], [0.0, 0.0, 0.0], [0.0, 0.0, 0.0], [0.1, -0.1, -0.1], [-0.1, 0.0, 0.0], [0.0, 0.0, 0.1], [0.0, 0.0, 0.1]], "multiplicity": 1, "homo_energy_ha": -0.138}



2.
{"formula": "C5H7N2", "method": "ωB97M-V/def2-TZVPD", "symbols": ["C", "C", "C", "C", "C", "N", "N", "H", "H", "H", "H", "H", "H", "H"], "positions_angstrom": [[-1.02614, -1.43080, -0.39075], [-1.88998, -0.40652, 0.06276], [0.14882, -1.04444, 0.16288], [1.62527, 1.02286, -0.30713], [0.47323, 0.37767, 0.53602], [-0.54619, 1.35328, 0.08900], [-1.60393, 0.79181, 0.09062], [-1.24946, -2.27639, -0.99045], [-2.90166, -0.55779, 0.61915], [2.40587, 0.32583, -0.20461], [1.71708, 2.21605, -0.24891], [1.17256, 0.94239, -1.41774], [0.71041, 0.39237, 1.61083], [0.96412, -1.70631, 0.38833]], "forces_ev_per_angstrom": [[1.6, 1.5, 0.0], [-6.2, -4.3, 1.8], [0.2, 0.6, -0.7], [-2.5, 1.3, -3.0], [1.1, 1.6, 0.2], [1.3, 0.5, 1.4], [-0.4, 3.3, -1.2], [-0.4, -0.9, 0.2], [1.7, -0.5, -1.2], [1.8, 0.1, -0.2], [0.2, -3.1, 0.8], [1.4, -0.1, 2.1], [-0.1, 0.4, -0.1], [0.2, -0.5, -0.1]], "smiles": "C[C@@H]1C=CC=[N+]=N1", "multiplicity": 1, "charge": 1, "relative_energy_kj_mol": 609.33, "homo_energy_ha": -0.569}



3.
{"formula": "C5H10N2O2", "method": "ωB97M-V/def2-TZVPD", "symbols": ["C", "C", "N", "C", "C", "N", "C", "O", "O", "H", "H", "H", "H", "H", "H", "H", "H", "H", "H"], "positions_angstrom": [[-0.63680, 2.33585, 0.66746], [0.26646, 0.28757, 1.63607], [-0.66536, 0.89048, 0.71376], [-1.18795, 0.24104, -0.37040], [-0.32509, -0.86167, -0.92694], [1.35574, -2.40800, -0.38779], [0.13607, -0.67225, -2.15821], [0.05540, -1.86597, -0.08542], [-2.16582, 0.64777, -0.96138], [1.18985, -3.27280, -0.92973], [1.71753, -2.67645, 0.51493], [-0.87809, 2.75779, 1.64439], [1.28714, 0.24587, 1.23556], [0.35759, 2.67764, 0.36904], [-1.37123, 2.67633, -0.05700], [0.27637, 0.88869, 2.54550], [-0.06177, -0.71695, 1.89139], [0.87554, -1.32266, -2.59368], [-0.22567, 0.14778, -2.74764]], "forces_ev_per_angstrom": [[-0.4, 0.1, 0.1], [0.2, -0.2, 0.0], [-0.1, 0.1, 0.3], [-0.1, -0.1, 0.2], [0.4, -0.1, -0.6], [-0.4, -0.1, -0.9], [0.0, -0.4, 0.1], [0.1, -0.3, 0.2], [0.2, 0.0, -0.3], [0.0, 0.5, 0.5], [-0.1, -0.1, 0.3], [0.0, 0.0, 0.0], [0.0, 0.0, 0.1], [0.1, 0.1, 0.0], [0.0, 0.1, 0.0], [0.0, 0.0, 0.0], [0.1, 0.1, 0.1], [0.1, -0.1, 0.0], [-0.1, 0.2, 0.0]], "smiles": "C=C(ON)C(=O)N(C)C", "multiplicity": 1, "relative_energy_kj_mol": 371.14, "homo_energy_ha": -0.327}



4.
{"formula": "C13H11Cl3GeN3NiO2", "method": "ωB97M-V/def2-TZVPD", "symbols": ["Ni", "O", "C", "N", "C", "O", "C", "C", "C", "C", "C", "N", "C", "C", "C", "C", "C", "N", "H", "H", "H", "H", "H", "H", "H", "H", "Cl", "Ge", "Cl", "Cl", "C", "H", "H", "H"], "positions_angstrom": [[-0.00072, -0.55232, -0.14511], [-1.42926, 3.22206, -0.42137], [-1.20465, 2.03651, -0.38138], [-0.00272, 1.38033, -0.33706], [1.19954, 2.03739, -0.37949], [1.42267, 3.22284, -0.41940], [2.34050, 1.04767, -0.42262], [3.65176, 1.48321, -0.40370], [4.66199, 0.53992, -0.43843], [4.32614, -0.80555, -0.49387], [2.99036, -1.15795, -0.50384], [2.01499, -0.24721, -0.47409], [-2.34380, 1.04526, -0.42334], [-3.65536, 1.47774, -0.38662], [-4.66406, 0.53262, -0.41845], [-4.32560, -0.81098, -0.49134], [-2.98899, -1.15981, -0.51947], [-2.01503, -0.24793, -0.49100], [3.83572, 2.54683, -0.35151], [5.69963, 0.84552, -0.41658], [5.08305, -1.57610, -0.52297], [2.68444, -2.19465, -0.53862], [-3.84160, 2.54028, -0.32251], [-5.70203, 0.83563, -0.38171], [-5.08077, -1.58327, -0.51921], [-2.68267, -2.19553, -0.56932], [-1.84145, 0.41321, 2.93492], [0.01244, -0.43319, 2.18114], [1.56608, 0.89466, 2.90930], [0.28881, -2.23297, 3.36610], [0.00111, -2.47869, -0.05887], [-0.89973, -2.81817, 0.44531], [0.86655, -2.82048, 0.50195], [0.03263, -2.78687, -1.10683]], "forces_ev_per_angstrom": [[0.0, 0.6, -0.4], [0.0, 0.0, 0.0], [0.0, 0.1, -0.1], [0.0, -0.1, 0.2], [0.0, 0.1, -0.1], [0.0, 0.0, 0.0], [0.0, 0.0, 0.0], [0.0, 0.0, 0.0], [0.0, 0.0, 0.0], [0.0, 0.0, 0.0], [0.0, 0.0, -0.1], [0.0, -0.3, 0.1], [0.0, 0.0, 0.0], [0.0, 0.0, 0.0], [0.0, 0.0, 0.0], [0.0, 0.0, 0.0], [0.0, 0.0, -0.1], [0.0, -0.4, 0.1], [0.0, 0.0, 0.0], [0.0, 0.0, 0.0], [0.0, 0.0, 0.0], [0.0, 0.0, 0.0], [0.0, 0.0, 0.0], [0.0, 0.0, 0.0], [0.0, 0.0, 0.0], [0.0, 0.0, 0.0], [0.0, 0.0, 0.0], [0.0, -0.2, -0.1], [0.0, 0.0, 0.0], [0.0, 0.0, 0.0], [0.0, 0.5, 0.6], [0.0, -0.2, -0.1], [0.0, -0.2, -0.1], [0.0, 0.1, -0.1]], "multiplicity": 2, "s_squared": 0.7823, "relative_energy_kj_mol": 3.31, "homo_energy_ha": [-0.316, -0.351]}



5.
{"formula": "C18H62O22", "method": "ωB97M-V/def2-TZVPD", "symbols": ["O", "H", "H", "O", "H", "H", "O", "H", "H", "O", "H", "H", "C", "C", "O", "O", "H", "H", "H", "H", "H", "H", "C", "C", "O", "O", "H", "H", "H", "H", "H", "H", "C", "C", "O", "O", "H", "H", "H", "H", "H", "H", "C", "C", "O", "O", "H", "H", "H", "H", "H", "H", "C", "C", "O", "O", "H", "H", "H", "H", "H", "H", "C", "C", "O", "O", "H", "H", "H", "H", "H", "H", "C", "C", "O", "O", "H", "H", "H", "H", "H", "H", "C", "C", "O", "O", "H", "H", "H", "H", "H", "H", "C", "C", "O", "O", "H", "H", "H", "H", "H", "H"], "positions_angstrom": [[-0.80402, -3.10923, 0.13113], [-0.52302, -2.20923, 0.20713], [-0.17902, -3.38523, -0.52387], [1.25698, 1.99477, -0.27387], [0.79998, 2.74377, 0.13013], [2.10198, 2.43477, -0.33487], [-1.54402, 0.68877, 2.44813], [-2.08202, -0.09523, 2.46313], [-1.75002, 1.29077, 1.73713], [-0.13802, -0.16023, 0.03413], [-0.85102, 0.16177, 0.56513], [0.32598, 0.58377, -0.35487], [4.99298, -0.26923, 0.42813], [3.66098, -0.04423, 1.07213], [2.62498, -0.50823, 0.20413], [5.94398, 0.52877, 1.08813], [4.86198, -0.02023, -0.61487], [5.25298, -1.35123, 0.54713], [3.53998, 1.08077, 1.20313], [3.45298, -0.48323, 2.03913], [1.76298, -0.12123, 0.37613], [6.73598, 0.01777, 0.85613], [-2.44502, -1.27923, -2.15187], [-3.07502, -0.94223, -3.50887], [-2.29802, 0.17677, -3.97387], [-2.91102, -2.53323, -1.77787], [-2.44202, -0.44723, -1.49787], [-1.36902, -1.55323, -2.22587], [-4.11402, -0.54723, -3.51787], [-3.06102, -1.73523, -4.25287], [-2.40602, 0.85577, -3.31087], [-2.17802, -3.14923, -1.67487], [0.98698, -2.40723, 2.85813], [1.22598, -3.89123, 2.61113], [-0.05802, -4.49323, 2.74713], [0.60298, -2.26023, 4.17813], [0.16298, -2.05723, 2.19313], [1.92398, -1.95823, 2.65113], [1.98798, -4.37123, 3.29513], [1.66098, -4.08523, 1.62613], [-0.69102, -4.04923, 2.16713], [1.15198, -2.87223, 4.69313], [2.63898, 0.10377, -3.02287], [1.27698, -0.50523, -3.38587], [0.53198, 0.42977, -4.11087], [3.49398, -0.85923, -2.49487], [2.40198, 0.86977, -2.28487], [3.09498, 0.53877, -3.88087], [0.74598, -0.78023, -2.49887], [1.48898, -1.38923, -4.02287], [-0.12402, -0.07823, -4.61087], [3.19898, -1.19223, -1.64687], [-3.28502, 3.53777, 1.84613], [-2.56802, 3.54677, 0.51013], [-2.12502, 2.26677, 0.25013], [-3.75702, 4.85477, 2.10813], [-2.51202, 3.18977, 2.55213], [-4.08002, 2.83677, 1.93813], [-1.74302, 4.27877, 0.49913], [-3.28902, 3.79277, -0.25087], [-1.64802, 2.24977, -0.58787], [-4.34802, 5.05377, 1.37913], [1.82398, -3.19423, -1.32287], [3.09498, -3.96123, -1.03087], [4.01898, -3.06223, -0.61887], [0.88598, -4.15123, -1.70887], [1.93198, -2.54623, -2.14287], [1.44998, -2.51523, -0.53887], [3.48598, -4.46423, -1.90687], [2.89698, -4.69723, -0.25387], [4.11998, -3.12323, 0.31413], [0.41198, -3.86123, -2.49887], [-3.39102, -1.39123, 1.17713], [-4.72602, -0.88923, 1.70213], [-5.67002, -0.73923, 0.70713], [-2.59902, -1.75123, 2.30213], [-2.77402, -0.66323, 0.65013], [-3.37202, -2.31923, 0.64513], [-4.40602, 0.04477, 2.26713], [-5.23102, -1.52023, 2.50713], [-6.12602, -1.60223, 0.64813], [-2.61602, -2.72723, 2.49813], [1.54798, 1.80577, 3.04613], [1.00698, 2.89677, 3.96013], [1.70998, 4.12977, 3.86713], [0.97498, 0.55877, 3.30713], [2.64798, 1.77777, 3.12613], [1.30098, 2.26377, 2.14613], [0.94998, 2.47377, 4.93113], [-0.00102, 3.26077, 3.66213], [1.18598, 4.75177, 4.43113], [0.07898, 0.61077, 3.10513], [-0.76102, 3.89677, -3.75387], [-0.31602, 3.27277, -2.44387], [-1.02702, 2.07977, -2.29987], [-0.14202, 5.10677, -3.96987], [-1.82702, 4.09177, -3.57587], [-0.74402, 3.19477, -4.56587], [-0.65602, 3.88177, -1.62587], [0.79898, 3.15477, -2.34387], [-0.59702, 1.41377, -2.81787], [-0.83402, 5.59677, -4.42087]], "forces_ev_per_angstrom": [[-0.9, -0.2, 0.6], [-0.1, 1.5, 0.5], [0.5, -1.4, -0.7], [0.1, 1.3, 0.2], [-0.8, -0.3, 0.2], [1.1, -0.5, -0.4], [0.9, 0.8, 0.8], [-0.4, -0.7, 0.2], [-0.6, 0.3, -0.6], [0.4, -1.6, -0.8], [-0.4, 0.5, 0.8], [-0.2, 0.5, -0.1], [-0.9, -1.4, 0.7], [-1.9, 2.0, -0.1], [0.7, -0.5, -0.7], [1.0, -0.6, -0.4], [0.3, 0.0, -0.5], [0.0, 0.8, -0.4], [0.3, -1.1, -0.1], [0.7, -0.2, 0.5], [0.0, 0.0, 0.7], [0.3, 0.9, 0.5], [1.6, -2.5, -2.5], [0.2, 1.9, 0.2], [0.1, -0.4, -1.0], [-1.9, -1.1, 1.2], [-0.8, 0.7, 1.3], [-0.1, 1.5, -0.9], [0.3, -0.8, 0.7], [0.5, -0.1, 0.2], [0.0, 0.5, 0.1], [-0.2, 0.3, 0.4], [0.2, -1.6, -0.6], [-0.9, -0.1, -0.5], [0.4, -1.3, 0.4], [-0.2, 0.3, 1.3], [0.8, 0.0, 0.5], [0.8, 1.4, -0.4], [-1.2, 0.5, -0.1], [-0.2, 0.2, -0.4], [0.6, 0.1, -0.3], [-0.4, 0.4, 0.0], [-1.4, -0.5, 1.1], [1.6, -0.4, -1.0], [-0.6, 0.4, -0.5], [0.9, -0.2, -0.9], [0.3, 0.5, 0.1], [0.3, 0.3, -0.7], [-0.3, -0.4, 0.8], [-0.2, 0.1, 0.4], [-0.2, 0.6, 0.2], [-0.1, 0.3, 0.6], [1.5, 0.8, 0.1], [-0.8, 0.5, 0.2], [0.9, -1.4, 0.2], [0.4, -0.3, 0.4], [-0.5, 0.7, 0.4], [-0.7, -0.8, -0.4], [-0.3, 0.0, 0.2], [-0.4, 0.6, -0.6], [0.0, -0.4, -0.5], [-0.2, 0.2, 0.0], [0.1, -0.2, -0.2], [-1.4, -0.4, 0.1], [2.3, 1.5, 0.0], [-1.8, -1.0, -0.4], [0.8, 0.7, -1.1], [0.5, -0.6, 0.4], [-0.3, -0.2, -0.4], [-0.2, -0.4, -0.1], [0.1, 0.1, 1.1], [0.2, -0.1, 0.1], [0.4, -1.8, 0.9], [0.6, 0.0, 2.1], [-1.1, 0.1, -1.0], [0.7, -1.1, 1.6], [-0.7, 0.2, -0.3], [-0.9, -0.1, -1.3], [-1.1, -0.4, -0.9], [1.4, 0.3, -0.7], [0.3, 0.9, -0.2], [-0.1, 1.7, -0.4], [0.5, 1.0, 1.6], [-1.3, 0.7, -0.3], [0.3, 0.7, 1.0], [3.5, 0.2, 0.5], [-0.5, -0.2, 0.1], [-0.2, -0.2, -2.6], [0.1, -0.1, 1.4], [-0.1, -1.4, 0.1], [0.9, -0.7, -0.8], [-2.9, -0.1, -0.7], [-1.4, -0.5, 1.6], [1.1, 0.3, -0.7], [-0.6, -0.2, 1.1], [0.4, 1.0, -0.6], [-0.2, -0.2, -0.1], [0.6, -0.5, -0.6], [0.1, 0.7, 0.4], [-1.1, 0.0, -0.3], [0.8, -1.1, -0.9], [0.5, 0.7, -0.1]], "multiplicity": 1, "relative_energy_kj_mol": 199.09, "homo_energy_ha": -0.344}



Table of molar mass (u), in record order: 384.37; 95.12; 130.15; 478.91; 630.67
Table of E_tot (eV), in record order: -33144.2265; -8266.4620; -12419.6259; -157355.6097; -64709.4254